Formula: C4H8N2O
Source: the Open Molecules 2025 dataset
Level of theory: ωB97M-V/def2-TZVPD

Results
LUMO, eV: 0.922
Energy above the lowest of the compared OMol25 structures with the same formula, charge and spin, kcal/mol: 67.0
Gap between HOMO and LUMO, eV: 9.77

Each atom is followed by the atoms it is bonded to, with distances in Å.
Cartesian coordinates (Å):
1 N -1.20751 1.18861 1.39190  C2 1.332, H8 1.002, H9 1.002
2 C 0.10190 0.98983 1.53718  N1 1.332, O3 1.200, C4 1.475
3 O 0.79988 1.48964 2.37502  C2 1.200
4 C 0.71016 0.07119 0.55605  C2 1.475, N5 1.402, H10 1.085, H11 1.085
5 N -0.17603 -0.37298 -0.43550  C4 1.402, C6 1.319, C7 1.368
6 C -0.08837 -1.44261 -1.20168  N5 1.319, C7 1.622, H12 1.064, H13 1.056
7 C -0.25912 0.08395 -1.72217  N5 1.368, C6 1.622, H14 1.075, H15 1.070
8 H -1.71212 1.74088 2.05881  N1 1.002
9 H -1.73740 0.66179 0.72358  N1 1.002
10 H 1.56079 0.59008 0.12569  C4 1.085
11 H 1.12722 -0.73652 1.14879  C4 1.085
12 H 0.83799 -1.96602 -1.17228  C6 1.064
13 H -0.95934 -1.98693 -1.44698  C6 1.056
14 H 0.60649 0.37672 -2.28752  C7 1.075
15 H -1.06450 0.65097 -2.14002  C7 1.070

Atom charges from the Löwdin analysis, given in e for atoms 1 to 4: 0.1864, -0.5830, 0.0603, -0.1060